Here is a 4-piece molecular cluster, C35H58F4I2N2O10S overall from OMol25. Energies are from ωB97M-V/def2-TZVPD.

Geometry (Å):
C1 1.59 -2.47 0.01
C2 1.64 -1.29 0.80
C3 1.19 0.20 1.41
C4 -0.15 0.40 2.39
C5 -1.11 -0.82 2.90
F1 -1.25 -0.70 4.40
F2 -0.61 -2.20 2.71
C6 -2.59 -0.77 2.12
F3 -3.73 -0.67 3.05
F4 -2.51 0.27 1.08
C7 -0.45 1.99 2.84
C8 -1.79 2.36 3.77
I1 -1.24 2.87 5.85
C9 -2.75 3.53 3.05
C10 -3.24 4.69 4.15
I2 -4.67 2.64 2.34
C11 0.58 3.22 2.36
C12 0.36 4.81 2.83
C13 1.75 5.52 3.36
C14 2.56 4.66 4.50
C15 4.19 4.85 4.29
O1 4.74 3.86 3.33
C16 1.89 2.97 1.41
N1 2.93 3.89 0.82
S1 4.14 3.03 -0.16
N2 3.43 1.42 0.07
C17 2.18 1.43 0.94
H1 1.48 -3.53 -0.50
H2 -2.72 -1.81 1.54
H3 -2.53 1.43 3.87
H4 -2.21 3.98 2.12
H5 -4.01 5.38 3.56
H6 -3.88 4.22 5.04
H7 -2.38 5.38 4.51
H8 -0.41 4.91 3.70
H9 -0.12 5.37 1.90
H10 2.45 5.89 2.46
H11 1.41 6.53 3.90
H12 2.34 3.51 4.50
H13 2.29 5.13 5.55
H14 4.69 4.63 5.34
H15 4.43 5.92 3.87
H16 4.38 2.95 3.55
C18 -1.67 9.65 -0.78
O2 -2.59 8.69 -1.25
C19 -2.14 7.35 -1.08
C20 -3.27 6.43 -0.59
O3 -3.65 6.66 0.78
C21 -4.35 7.88 1.05
C22 -5.73 8.00 0.40
O4 -5.59 8.26 -1.00
C23 -6.60 7.65 -1.79
H17 -0.83 9.74 -1.49
H18 -2.18 10.62 -0.71
H19 -1.29 9.40 0.21
H20 -1.30 7.30 -0.38
H21 -1.80 7.00 -2.06
H22 -2.90 5.40 -0.62
H23 -4.13 6.46 -1.25
H24 -3.71 8.74 0.83
H25 -4.49 7.89 2.14
H26 -6.28 8.84 0.84
H27 -6.28 7.07 0.57
H28 -6.76 6.61 -1.50
H29 -6.27 7.67 -2.83
H30 -7.53 8.22 -1.70
C24 -3.57 -5.45 -3.51
O5 -2.75 -6.48 -2.99
C25 -1.43 -6.49 -3.54
C26 -0.38 -6.75 -2.46
O6 -0.18 -5.66 -1.55
C27 -1.24 -5.39 -0.63
C28 -1.50 -6.50 0.39
O7 -2.17 -7.60 -0.23
C29 -1.78 -8.86 0.30
H31 -3.89 -5.70 -4.52
H32 -4.45 -5.36 -2.87
H33 -3.04 -4.49 -3.51
H34 -1.21 -5.55 -4.05
H35 -1.40 -7.30 -4.28
H36 0.59 -6.89 -2.96
H37 -0.57 -7.68 -1.92
H38 -2.15 -5.11 -1.16
H39 -0.93 -4.50 -0.08
H40 -2.15 -6.13 1.19
H41 -0.55 -6.81 0.83
H42 -0.70 -8.94 0.40
H43 -2.11 -9.64 -0.40
H44 -2.26 -9.03 1.27
C30 2.94 -6.60 -1.39
O8 3.58 -5.93 -2.46
C31 4.19 -4.70 -2.07
C32 5.57 -4.53 -2.72
O9 6.58 -5.40 -2.21
C33 6.46 -6.80 -2.53
C34 6.61 -7.12 -4.02
O10 5.43 -6.74 -4.73
C35 5.69 -6.26 -6.04
H45 2.00 -6.10 -1.14
H46 2.72 -7.63 -1.71
H47 3.59 -6.65 -0.51
H48 4.30 -4.64 -0.98
H49 3.53 -3.89 -2.40
H50 5.91 -3.51 -2.50
H51 5.51 -4.60 -3.81
H52 5.54 -7.21 -2.11
H53 7.28 -7.29 -1.99
H54 6.73 -8.20 -4.15
H55 7.49 -6.61 -4.41
H56 6.53 -5.56 -6.05
H57 4.80 -5.74 -6.40
H58 5.91 -7.11 -6.70

Properties
LUMO energy	-0.0781	hartree
energy	-3622.4563	hartree
HOMO-LUMO gap	6.272	eV
SMILES	C#Cc1c(C(F)(F)C(F)F)c([C@@H](I)[C@H](C)I)c(CCCCO)c2nsnc12.COCCOCCOC.COCCOCCOC.COCCOCCOC
net charge	0
HOMO	-8.40	eV

---

Here is C35H58N3OP2Re as an isolated structure from OMol25. Energies are from ωB97M-V/def2-TZVPD.

Geometry (Å):
C1 -2.41 0.99 -1.77
C2 -2.84 -1.22 -0.91
C3 -3.61 1.02 -2.47
C4 -4.11 -1.18 -1.59
C5 -4.48 -0.10 -2.36
H1 -3.87 1.89 -3.07
H2 -4.76 -2.06 -1.50
H3 -5.44 -0.10 -2.88
N1 -2.03 -0.07 -1.00
P1 -0.62 2.41 -0.17
P2 -0.69 -2.41 0.27
C6 -1.45 2.16 -1.83
H4 -0.64 1.91 -2.54
H5 -1.96 3.06 -2.21
C7 -2.40 -2.34 -0.21
H6 -3.03 -3.24 -0.24
C8 0.21 -3.40 -1.14
C9 -0.58 -3.47 1.86
C10 0.91 3.57 -0.51
C11 -1.95 3.35 0.84
C12 1.73 -3.22 -1.02
H7 2.15 -3.78 -0.18
H8 2.22 -3.60 -1.94
H9 2.01 -2.16 -0.89
C13 -0.13 -4.90 -1.19
H10 0.29 -5.46 -0.34
H11 -1.22 -5.06 -1.21
H12 0.29 -5.33 -2.11
C14 -0.32 -2.78 -2.45
H13 0.28 -3.16 -3.30
H14 -1.37 -3.06 -2.61
H15 -0.28 -1.68 -2.45
C15 0.87 -3.94 2.11
H16 1.57 -3.09 2.09
H17 0.93 -4.40 3.12
H18 1.20 -4.69 1.39
C16 -1.01 -2.61 3.06
H19 -0.31 -1.78 3.24
H20 -2.02 -2.20 2.92
H21 -1.02 -3.25 3.97
C17 -1.54 -4.68 1.80
H22 -1.32 -5.37 0.98
H23 -1.46 -5.24 2.75
H24 -2.59 -4.33 1.71
C18 -1.42 3.53 2.27
H25 -2.20 4.03 2.88
H26 -1.19 2.57 2.75
H27 -0.52 4.16 2.30
C19 -3.23 2.47 0.84
H28 -3.75 2.54 -0.13
H29 -3.03 1.41 1.04
H30 -3.91 2.85 1.62
C20 -2.37 4.71 0.24
H31 -3.33 5.00 0.70
H32 -1.65 5.52 0.45
H33 -2.54 4.66 -0.85
C21 1.27 3.53 -2.01
H34 0.49 4.00 -2.64
H35 2.21 4.08 -2.17
H36 1.42 2.50 -2.36
C22 2.07 2.99 0.31
H37 2.32 1.96 -0.01
H38 2.97 3.63 0.17
H39 1.84 2.96 1.39
C23 0.73 5.06 -0.14
H40 -0.01 5.56 -0.77
H41 0.46 5.20 0.92
H42 1.70 5.56 -0.30
Re1 -0.24 0.02 0.32
C24 -1.30 0.15 1.93
O1 -1.91 0.30 2.92
N2 0.99 0.03 -1.40
C25 1.71 0.01 -2.32
C26 2.61 -0.01 -3.49
C27 2.11 -1.04 -4.52
C28 2.61 1.41 -4.13
C29 4.04 -0.39 -3.02
H43 2.10 -2.06 -4.09
H44 1.08 -0.80 -4.86
H45 2.78 -1.03 -5.40
H46 2.98 2.17 -3.42
H47 3.27 1.41 -5.01
H48 1.59 1.69 -4.45
H49 4.71 -0.42 -3.90
H50 4.44 0.34 -2.30
H51 4.04 -1.39 -2.55
N3 1.46 0.11 1.59
C30 1.44 -0.06 3.07
C31 2.25 -1.00 3.74
C32 2.22 -1.18 5.15
C33 1.37 -0.42 5.96
C34 0.60 0.55 5.37
C35 0.66 0.74 3.98
H52 2.30 -0.29 1.12
H53 1.43 1.10 1.64
H54 2.92 -1.62 3.17
H55 2.84 -1.92 5.64
H56 1.33 -0.57 7.04
H57 -0.05 1.17 6.01
H58 0.08 1.53 3.67

Properties
LUMO energy (alpha / beta)	-0.2968 / -0.4157	hartree
energy	-2368.0378	hartree
HOMO-LUMO gap (alpha / beta)	8.573 / 5.469	eV
net charge	+3
HOMO (alpha / beta)	-16.65 / -16.78	eV
ΔE to the lowest compared entry with this formula, charge and spin	0.0	kJ/mol
multiplicity	4

---

Here is C35H59EuN5OS as an isolated structure from OMol25. Energies are from ωB97M-V/def2-TZVPD.

Geometry (Å):
Eu1 0.69 -0.59 -0.31
C1 3.58 -1.08 1.76
C2 4.27 -1.31 0.43
N1 3.38 -1.13 -0.72
C3 3.35 -2.22 -1.68
C4 2.69 -3.49 -1.16
N2 1.41 -3.28 -0.47
C5 1.35 -3.85 0.88
C6 2.33 -3.20 1.85
N3 2.29 -1.75 1.82
H1 3.39 -0.01 1.89
H2 4.27 -1.38 2.56
H3 4.69 -2.32 0.39
H4 5.13 -0.64 0.36
H5 3.60 -0.28 -1.22
H6 4.36 -2.50 -2.03
H7 2.79 -1.85 -2.54
H8 3.36 -4.02 -0.49
H9 2.55 -4.16 -2.02
H10 0.65 -3.67 -1.01
H11 1.55 -4.94 0.87
H12 0.33 -3.71 1.23
H13 3.35 -3.53 1.62
H14 2.12 -3.60 2.85
H15 1.72 -1.36 2.56
C7 -0.71 0.49 -2.34
C8 -0.31 1.59 -1.55
C9 1.09 1.76 -1.77
C10 1.48 0.75 -2.70
C11 0.37 -0.02 -3.07
C12 0.21 -0.98 -4.23
C13 -0.72 -0.32 -5.27
C14 -0.44 -2.29 -3.78
C15 1.53 -1.31 -4.93
C16 2.10 2.78 -1.22
C17 3.49 2.57 -1.84
C18 1.70 4.21 -1.62
C19 2.29 2.68 0.29
C20 -1.39 2.49 -0.92
C21 -1.81 3.56 -1.94
C22 -1.02 3.20 0.39
C23 -2.66 1.67 -0.60
H16 -1.73 0.15 -2.45
H17 2.48 0.65 -3.11
H18 -1.67 -0.05 -4.82
H19 -0.91 -0.99 -6.12
H20 -0.26 0.59 -5.66
H21 -1.44 -2.13 -3.36
H22 0.16 -2.76 -2.99
H23 -0.53 -3.01 -4.60
H24 2.11 -0.41 -5.14
H25 1.33 -1.81 -5.88
H26 2.15 -1.99 -4.35
H27 3.47 2.64 -2.93
H28 3.93 1.61 -1.58
H29 4.17 3.34 -1.46
H30 1.62 4.29 -2.70
H31 2.47 4.92 -1.28
H32 0.75 4.54 -1.20
H33 2.68 1.69 0.56
H34 1.38 2.82 0.86
H35 3.03 3.40 0.64
H36 -0.99 4.24 -2.20
H37 -2.63 4.17 -1.55
H38 -2.15 3.09 -2.87
H39 -0.21 3.92 0.29
H40 -0.72 2.49 1.16
H41 -1.88 3.74 0.76
H42 -3.15 1.31 -1.50
H43 -3.37 2.31 -0.06
H44 -2.44 0.80 0.02
C24 -5.12 -2.34 -0.03
C25 -4.42 -2.81 1.23
N4 -3.77 -1.72 1.95
C26 -4.59 -1.06 2.97
C27 -4.40 -1.65 4.35
C28 -2.50 -1.32 1.69
S1 -1.69 -2.04 0.37
N5 -2.10 -0.37 2.60
C29 -0.93 0.25 2.54
O1 0.01 0.09 1.73
C30 -0.71 1.29 3.62
C31 0.56 1.81 3.79
C32 0.81 2.76 4.77
C33 -0.24 3.21 5.57
C34 -1.52 2.71 5.39
C35 -1.75 1.74 4.42
H45 -5.64 -3.17 -0.51
H46 -4.39 -1.94 -0.73
H47 -5.86 -1.57 0.18
H48 -3.67 -3.56 1.00
H49 -5.13 -3.26 1.93
H50 -5.62 -1.18 2.62
H51 -4.37 0.00 2.97
H52 -4.61 -2.72 4.37
H53 -5.05 -1.16 5.08
H54 -3.36 -1.50 4.66
H55 1.36 1.48 3.14
H56 1.81 3.16 4.91
H57 -0.05 3.96 6.34
H58 -2.33 3.06 6.01
H59 -2.74 1.33 4.27

Properties
LUMO energy (alpha / beta)	0.0161 / 0.0161	hartree
energy	-2826.6901	hartree
HOMO-LUMO gap (alpha / beta)	6.393 / 7.399	eV
net charge	0
HOMO (alpha / beta)	-5.95 / -6.96	eV
ΔE to the lowest compared entry with this formula, charge and spin	0.0	kJ/mol
multiplicity	8

---

no.,maximum force (eV/Å)
1,9.49
2,6.05
3,1.42